Entry 1:
This record from the Open Molecules 2025 dataset describes a molecular structure, C11H24BrCuN3OV at a distorted geometry. The level of theory is ωB97M-V with the def2-TZVPD basis set.

ORCA input file:
```
! RIJCOSX wB97M-V def2-TZVPD def2/J DEFGRID3
* xyz 2 1
N 1.3762 0.7535 2.0204
C 1.6777 1.3854 3.0297
O 1.9729 1.9895 4.0015
Cu 2.6066 -2.0017 -0.5291
V 0.7998 -0.6559 0.8515
N 1.2592 -0.8450 -1.0556
N -1.0057 -0.6779 1.0417
C 1.6604 0.3376 -1.8740
C -1.9737 0.3747 1.4047
C 2.7048 -0.0968 -2.9049
C 0.4515 0.9418 -2.5848
C 2.2814 1.3660 -0.9397
C -2.0717 0.4585 2.9283
C -3.3618 0.0810 0.8368
C -1.4824 1.7102 0.8612
H 3.5278 -0.6378 -2.4116
H 3.1236 0.7904 -3.3961
H 2.2683 -0.7514 -3.6690
H 0.0775 0.2852 -3.3805
H 0.7447 1.8921 -3.0534
H -0.3726 1.1497 -1.8872
H 1.5936 1.6735 -0.1375
H 2.5503 2.2544 -1.5270
H 3.1947 0.9742 -0.4726
H -2.4440 -0.4852 3.3444
H -2.7645 1.2626 3.2060
H -1.0932 0.6747 3.3762
H -3.8067 -0.8133 1.2889
H -3.3218 -0.0507 -0.2516
H -4.0221 0.9299 1.0539
H -2.2012 2.4889 1.1491
H -1.4213 1.6918 -0.2347
H -0.5032 1.9853 1.2694
C 0.5789 -1.9158 -1.8243
H -0.1669 -2.4445 -1.2160
H 0.0664 -1.5013 -2.7027
H 1.3046 -2.6627 -2.2015
C -1.4361 -2.0723 1.1694
H -0.5574 -2.7277 1.2648
H -2.0602 -2.2236 2.0633
H -2.0181 -2.4063 0.2946
Br 2.2638 -2.4811 1.7978
*
```

Computed properties:
LUMO energy (spin up / spin down) ... -10.1 / -10.1 eV
HOMO-LUMO gap (spin up / spin down) ... 6.7341 / 6.7294 eV
E_HOMO (spin up / spin down) ... -16.81 / -16.81 eV



Entry 2:
This record from the Open Molecules 2025 dataset describes 3 unconnected molecules or ions with the total composition C4H14O2S at a distorted geometry. The level of theory is ωB97M-V with the def2-TZVPD basis set.

ORCA input file:
```
! RIJCOSX wB97M-V def2-TZVPD def2/J DEFGRID3
* xyz 1 2
C -0.9204 2.0481 -1.6747
C -0.7309 0.5253 -1.4559
C 0.6703 0.2308 -0.6846
C 0.5026 -1.1143 0.0435
S 1.9627 -2.1094 -0.1990
H -1.1558 2.5431 -0.7384
H -0.0437 2.3860 -2.2450
H -1.8019 2.1993 -2.3380
H -0.6994 -0.0869 -2.3417
H -1.5526 0.2357 -0.7917
H 1.0239 1.0282 0.0573
H 1.3387 0.1698 -1.5260
H -0.4571 -1.6073 -0.1544
H 0.3292 -0.8545 1.1371
H 1.3353 -3.3354 -0.2316
H -1.9473 -0.6749 2.3593
H -3.2444 -0.1051 1.8714
O -2.3324 -0.2510 1.5824
H -0.0994 1.7224 1.2478
H -1.2104 2.6314 1.8129
O -0.2650 2.4428 1.8708
*
```

Computed properties:
LUMO energy (spin up / spin down) ... -4.0 / -9.0 eV
ΔE to the lowest compared entry with this formula, charge and spin ... 1.1175 eV
HOMO-LUMO gap (spin up / spin down) ... 10.3522 / 5.4006 eV
E_HOMO (spin up / spin down) ... -14.36 / -14.36 eV



Entry 3:
This record from the Open Molecules 2025 dataset describes a gas-phase ion, C4H13N2S2 (charge +2) at a distorted geometry. The level of theory is ωB97M-V with the def2-TZVPD basis set.

ORCA input file:
```
! RIJCOSX wB97M-V def2-TZVPD def2/J DEFGRID3
* xyz 2 2
N 1.7648 -1.0880 0.1339
C 1.5720 0.4356 0.0942
C 1.5484 0.9933 -1.2968
S 0.0897 1.9157 -1.8793
S -1.1217 2.2362 -0.3934
C -2.1991 0.7476 -0.1593
C -1.7382 -0.1617 1.0022
N -1.0772 -1.4048 0.5624
H 2.2902 -1.3698 0.9731
H 2.3092 -1.4708 -0.6409
H 0.8396 -1.5328 0.1864
H 2.4045 0.7610 0.7053
H 0.6624 0.6630 0.6941
H 1.8669 0.3322 -2.1218
H 2.3847 1.6932 -1.4612
H -2.3169 0.0618 -0.9869
H -3.1225 1.2668 0.0516
H -1.0080 0.2089 1.7297
H -2.6003 -0.3173 1.6762
H -1.0422 -2.0697 1.3389
H -1.5061 -1.9005 -0.2086
*
```

Computed properties:
LUMO energy (spin up / spin down) ... -7.2 / -11.9 eV
ΔE to the lowest compared entry with this formula, charge and spin ... 1.3083 eV
HOMO-LUMO gap (spin up / spin down) ... 10.5207 / 5.7757 eV
E_HOMO (spin up / spin down) ... -17.77 / -17.71 eV



Entry 4:
This record from the Open Molecules 2025 dataset describes a single C8H8F3NO2 molecule at a distorted geometry. The level of theory is ωB97M-V with the def2-TZVPD basis set.

ORCA input file:
```
! RIJCOSX wB97M-V def2-TZVPD def2/J DEFGRID3
* xyz 0 1
C 0.4672 -0.1589 -2.0296
C 0.6904 -0.3927 -0.5051
C 1.5523 0.8322 -0.1861
C 0.9657 1.9205 0.2794
C -0.4390 1.9714 0.5495
C -1.1357 0.8337 0.7389
C -0.4037 -0.4179 0.5843
N 0.2386 -0.8488 1.8807
O -0.2108 -0.4329 2.8975
O 1.2513 -1.4848 1.7428
C -1.3878 -1.5588 0.2008
F -2.2807 -1.1430 -0.7396
F -0.7722 -2.5862 -0.4122
F -2.1679 -2.0771 1.1897
H 0.1391 0.8483 -2.3374
H -0.1222 -0.7899 -2.5714
H 1.4640 -0.2063 -2.3896
H 1.1949 -1.2938 -0.4616
H 2.6397 0.6752 -0.4422
H 1.3906 2.8788 0.4054
H -0.8460 2.8582 0.6836
H -2.2278 0.5730 0.9222
*
```

Computed properties:
LUMO energy ... 0.1 eV
ΔE to the lowest compared entry with this formula, charge and spin ... 2.4223 eV
HOMO-LUMO gap ... 9.4766 eV
E_HOMO ... -9.37 eV
SMILES string ... C[C@H]1C=CC=C[C@@]1([N+](=O)[O-])C(F)(F)F



Entry 5:
This record from the Open Molecules 2025 dataset describes a molecular structure, C24H35BCdN5O8 at a distorted geometry. The level of theory is ωB97M-V with the def2-TZVPD basis set.

ORCA input file:
```
! RIJCOSX wB97M-V def2-TZVPD def2/J DEFGRID3
* xyz 1 1
Cd 0.1428 -0.8069 0.4940
O -0.4177 0.3295 -1.2508
C -0.5461 1.2390 -2.0538
O -1.0278 1.1744 -3.2353
B -1.0682 2.5446 -3.8195
O -0.2483 3.3440 -2.8599
C -0.0464 2.6595 -1.7636
O 0.4539 3.0204 -0.7437
O -2.4294 3.1093 -3.8521
C -2.6745 3.6075 -5.0553
O -3.6905 4.1350 -5.3930
C -1.4577 3.2632 -5.9452
O -0.5902 2.6218 -5.1829
O -1.3225 3.5407 -7.0955
C -4.4872 0.2856 -0.6889
C -5.3529 -0.8327 -0.0592
C -4.5609 -1.8860 0.7635
C -3.1192 -1.7910 0.5984
N -1.9866 -1.6870 0.4901
H -5.0459 1.0611 -1.2006
H -3.7504 -0.1740 -1.3536
H -3.8252 0.7647 0.0436
H -5.7330 -1.3377 -0.9454
H -6.1344 -0.4100 0.5619
H -4.9171 -2.8989 0.5914
H -4.7252 -1.6698 1.8234
C 6.4526 1.8983 -1.4023
C 5.1153 1.1463 -1.4594
C 4.6285 0.8411 -0.0589
C 3.2672 0.2929 0.0103
N 2.1942 -0.0940 0.0883
H 6.5813 2.4601 -2.3329
H 7.3218 1.2440 -1.3690
H 6.4644 2.6895 -0.6525
H 5.2126 0.3383 -2.1828
H 4.3923 1.8263 -1.9209
H 4.7557 1.6949 0.6031
H 5.2063 0.0294 0.4061
C -3.4175 4.1688 1.7422
C -1.8756 4.3056 1.6869
C -1.2252 3.3035 2.6897
C -0.8837 2.0302 2.1069
N -0.6643 1.0144 1.6352
H -3.6936 3.1120 1.8229
H -3.8009 4.6976 0.8712
H -3.8976 4.5783 2.6345
H -1.6978 5.3145 2.0589
H -1.5049 4.2030 0.6718
H -1.9931 3.1617 3.4474
H -0.2983 3.7392 3.0673
C 3.3988 -4.4116 -2.5279
C 2.2947 -5.4259 -2.2717
C 0.8941 -4.7776 -2.3420
C 0.7890 -3.5821 -1.4981
N 0.6511 -2.6404 -0.8701
H 3.1906 -3.8334 -3.4336
H 4.3800 -4.8733 -2.6297
H 3.5358 -3.6460 -1.7589
H 2.4802 -5.9110 -1.3096
H 2.3815 -6.2574 -2.9698
H 0.0611 -5.4276 -2.0895
H 0.8452 -4.3969 -3.3650
C 1.5099 -1.4518 5.7693
C 0.1620 -2.1444 5.7379
C -0.0854 -2.9786 4.4644
C 0.3864 -2.3356 3.2498
N 0.7389 -1.8710 2.2625
H 1.5838 -0.9495 6.7327
H 1.6926 -0.8030 4.9078
H 2.4022 -2.0823 5.6814
H -0.6627 -1.4326 5.8022
H 0.0346 -2.7771 6.6162
H -1.1428 -3.2312 4.3571
H 0.3991 -3.9615 4.4525
*
```

Computed properties:
LUMO energy ... -2.3 eV
ΔE to the lowest compared entry with this formula, charge and spin ... 0.6537 eV
HOMO-LUMO gap ... 8.5316 eV
E_HOMO ... -10.87 eV



Entry 6:
This record from the Open Molecules 2025 dataset describes a molecular structure, C39H37OP2PtSi. The level of theory is ωB97M-V with the def2-TZVPD basis set.

ORCA input file:
```
! RIJCOSX wB97M-V def2-TZVPD def2/J DEFGRID3
* xyz 1 1
Pt -0.1421 -0.1899 -0.1515
C -1.6319 2.5582 -1.2778
Si -0.0884 2.0633 -0.3506
C -0.1752 2.8162 1.3722
C 0.1692 4.1264 1.7145
C -0.0048 4.5913 3.0071
C -0.5409 3.7603 3.9861
C -0.8987 2.4626 3.6695
C -0.7162 1.9935 2.3702
P -1.1254 0.2834 1.8984
C -0.4420 -0.7718 3.1974
C -1.1412 -1.0566 4.3679
C -0.5439 -1.8215 5.3586
C 0.7439 -2.3061 5.1868
C 1.4448 -2.0336 4.0213
C 0.8543 -1.2677 3.0259
C -2.9197 0.1132 2.0692
C -3.7585 1.2147 2.1940
C -5.1373 1.0363 2.2418
C -5.6754 -0.2372 2.1682
C -4.8401 -1.3425 2.0414
C -3.4691 -1.1705 1.9844
C 1.3940 2.5400 -1.4147
C 1.8292 3.8434 -1.6713
C 2.9047 4.0855 -2.5090
C 3.5773 3.0274 -3.1223
C 3.1570 1.7292 -2.8984
C 2.0668 1.4863 -2.0600
P 1.5101 -0.2137 -1.7240
C 1.0582 -0.9688 -3.3166
C 0.8535 -2.3533 -3.3675
C 0.3707 -2.9554 -4.5172
C 0.0768 -2.1775 -5.6327
C 0.2779 -0.8073 -5.5912
C 0.7673 -0.2036 -4.4401
C 2.9947 -1.0824 -1.1503
C 3.7039 -1.9985 -1.9220
C 4.8521 -2.5904 -1.4139
C 5.3020 -2.2662 -0.1420
C 4.6080 -1.3382 0.6246
C 3.4587 -0.7513 0.1225
H -1.6158 3.6451 -1.4160
H -2.5415 2.2982 -0.7306
H -1.6708 2.0999 -2.2676
H 0.5889 4.7911 0.9692
H 0.2815 5.6040 3.2598
H -0.6719 4.1254 4.9960
H -1.3050 1.8142 4.4371
H -2.1519 -0.6942 4.5046
H -1.0900 -2.0420 6.2662
H 1.2010 -2.9052 5.9636
H 2.4453 -2.4202 3.8808
H 1.3924 -1.0562 2.1096
H -3.3406 2.2114 2.2553
H -5.7870 1.8957 2.3405
H -6.7481 -0.3728 2.2104
H -5.2612 -2.3380 1.9879
H -2.8162 -2.0311 1.8784
H 1.3270 4.6895 -1.2167
H 3.2264 5.1039 -2.6843
H 4.4240 3.2202 -3.7672
H 3.6803 0.9028 -3.3668
H 1.1178 -2.9647 -2.5073
H 0.2332 -4.0281 -4.5535
H -0.2996 -2.6458 -6.5322
H 0.0568 -0.2007 -6.4593
H 0.9152 0.8695 -4.4205
H 3.3741 -2.2465 -2.9229
H 5.3999 -3.3022 -2.0169
H 6.1979 -2.7291 0.2500
H 4.9645 -1.0690 1.6101
H 2.9245 -0.0158 0.7131
C -3.3283 -2.9832 -1.5227
C -2.3792 -1.8201 -1.3488
O -1.1384 -2.2582 -0.7413
H -4.2681 -2.6308 -1.9508
H -3.5388 -3.4564 -0.5626
H -2.9137 -3.7361 -2.1951
H -2.7974 -1.0712 -0.6798
H -2.1596 -1.3314 -2.3029
H -0.6523 -2.7492 -1.4159
*
```

Computed properties:
LUMO energy ... -2.3 eV
ΔE to the lowest compared entry with this formula, charge and spin ... 0.2015 eV
HOMO-LUMO gap ... 8.6984 eV
E_HOMO ... -11.04 eV



Entry 7:
This record from the Open Molecules 2025 dataset describes 2 unconnected molecules or ions with the total composition C41H45N3O3 at a distorted geometry. The level of theory is ωB97M-V with the def2-TZVPD basis set.

ORCA input file:
```
! RIJCOSX wB97M-V def2-TZVPD def2/J DEFGRID3
* xyz 0 1
C 2.8301 5.7349 -2.1383
N 2.5317 4.3217 -2.0198
C 3.5135 3.4066 -2.2586
O 4.6861 3.6710 -2.5103
C 2.8797 2.0150 -2.1266
C 3.6143 1.1463 -1.1108
C 5.0730 0.9290 -1.4554
C 6.0410 1.1845 -0.4817
C 7.3923 1.0236 -0.7758
C 7.7910 0.5943 -2.0441
C 6.8210 0.3232 -3.0088
C 5.4659 0.4970 -2.7245
N 1.4999 2.3211 -1.7305
C 0.6384 1.2846 -1.5773
C -0.6944 1.3969 -1.2378
C -1.6262 0.3344 -1.2805
C -3.0560 0.6634 -1.3641
C -4.0354 -0.2746 -1.7932
C -5.3789 0.0884 -1.9498
C -5.7972 1.3807 -1.6039
C -4.8573 2.3262 -1.1793
C -3.5184 1.9586 -1.0272
C 1.1996 3.7723 -1.7247
C 0.7069 4.3314 -0.3724
C 0.2113 4.2219 -2.8134
H 3.9070 5.8328 -2.2920
H 2.3115 6.1827 -2.9993
H 2.5413 6.2619 -1.2197
H 2.8960 1.5289 -3.1263
H 3.5599 1.6285 -0.1192
H 3.1009 0.1752 -1.0446
H 5.7107 1.5474 0.4943
H 8.1318 1.2382 -0.0080
H 8.8505 0.4786 -2.2767
H 7.1157 -0.0262 -3.9979
H 4.7006 0.3227 -3.4875
H 1.0723 0.2957 -1.7785
H -1.0259 2.3752 -0.9052
H -1.3213 -0.5855 -1.8122
H -3.7269 -1.3013 -2.0172
H -6.0985 -0.6533 -2.3188
H -6.8613 1.6429 -1.6114
H -5.1582 3.3541 -0.9471
H -2.8305 2.7014 -0.6197
H 1.4788 4.2041 0.4003
H 0.5099 5.4073 -0.4870
H -0.2139 3.8425 -0.0331
H 0.6690 4.1306 -3.8052
H -0.7008 3.6143 -2.7884
H -0.0527 5.2764 -2.6476
C -4.2465 -3.9895 -1.0891
C -2.7436 -4.1252 -1.0617
C -2.3366 -5.0387 0.0796
C -2.2350 -4.6734 -2.3843
O -2.0570 -2.7914 -0.9447
C -2.3978 -1.9857 0.0943
C -1.3345 -1.0005 0.4628
N -1.4340 -0.6806 1.7424
C -0.9595 -1.0952 2.8947
C -1.7166 -0.7561 4.1130
C -1.0848 -0.6736 5.3692
C -1.7943 -0.3094 6.5071
C -3.1650 -0.0309 6.4100
C -3.8084 -0.1551 5.1675
C -3.0903 -0.4862 4.0161
C 0.2371 -1.9533 3.0027
C 0.3415 -2.8843 4.0602
C 1.4088 -3.7639 4.1514
C 2.3478 -3.8174 3.1069
C 2.2069 -2.9578 2.0033
C 1.2186 -1.9736 1.9931
O -3.4526 -2.0331 0.6988
H -4.5792 -3.3296 -1.8995
H -4.7015 -4.9757 -1.2443
H -4.5967 -3.5974 -0.1286
H -1.2450 -5.0989 0.1847
H -2.7923 -4.7104 1.0231
H -2.6894 -6.0559 -0.1147
H -1.1384 -4.7018 -2.4033
H -2.5910 -5.6992 -2.5478
H -2.5887 -4.0521 -3.2190
H -0.3249 -1.1426 0.0159
H -0.0218 -0.9082 5.4541
H -1.2689 -0.2438 7.4581
H -3.7140 0.2784 7.2985
H -4.8773 0.0189 5.1034
H -3.5695 -0.5642 3.0438
H -0.4329 -2.9270 4.8267
H 1.4953 -4.4241 5.0206
H 3.1726 -4.5333 3.1441
H 2.8712 -3.0634 1.1412
H 1.1903 -1.2224 1.2062
*
```

Computed properties:
LUMO energy ... -0.4 eV
HOMO-LUMO gap ... 6.0819 eV
E_HOMO ... -6.47 eV



Entry 8:
This record from the Open Molecules 2025 dataset describes a single C15H17N3O2 molecule. The level of theory is ωB97M-V with the def2-TZVPD basis set.

ORCA input file:
```
! RIJCOSX wB97M-V def2-TZVPD def2/J DEFGRID3
* xyz 0 1
C 4.8998 1.7636 -1.0079
C 5.8460 0.9224 -0.1607
C 5.1061 0.0728 0.8827
C 4.2768 -0.9881 0.1905
O 4.7877 -1.9894 -0.2688
C 2.8360 -0.7480 0.0694
C 1.9639 -1.6253 -0.5561
N 0.7244 -1.1053 -0.5217
C 0.7506 0.1007 0.1377
C -0.4173 0.9563 0.3830
O -0.4385 1.8031 1.2542
N -1.4828 0.7320 -0.4375
C -2.7212 1.4616 -0.2962
C -3.9006 0.5401 -0.1584
C -5.1286 0.8381 -0.7370
C -6.1823 -0.0467 -0.5804
C -5.9636 -1.2089 0.1442
N -4.8007 -1.5047 0.6986
C -3.8046 -0.6515 0.5559
C 2.0509 0.3410 0.5159
H 5.4651 2.3666 -1.7151
H 4.2162 1.1293 -1.5679
H 4.3130 2.4323 -0.3820
H 6.4212 0.2558 -0.8063
H 6.5483 1.5789 0.3577
H 4.4897 0.7070 1.5163
H 5.8479 -0.4379 1.4999
H 2.1819 -2.5716 -1.0100
H -0.1041 -1.5801 -0.8432
H -1.4038 0.1146 -1.2284
H -2.8697 2.1363 -1.1484
H -2.6058 2.0704 0.6083
H -5.2557 1.7526 -1.2999
H -7.1482 0.1584 -1.0151
H -6.7495 -1.9378 0.2889
H -2.8766 -0.9292 1.0402
H 2.3722 1.2154 1.0429
*
```

Computed properties:
LUMO energy ... 0.4 eV
ΔE to the lowest compared entry with this formula, charge and spin ... 0.2945 eV
HOMO-LUMO gap ... 9.3753 eV
E_HOMO ... -8.97 eV
SMILES string ... CCCC(=O)c1c[nH]c(C(=O)NCc2cccnc2)c1



Entry 9:
This record from the Open Molecules 2025 dataset describes a molecular structure, C22H22ClFeN2O3P at a distorted geometry. The level of theory is ωB97M-V with the def2-TZVPD basis set.

ORCA input file:
```
! RIJCOSX wB97M-V def2-TZVPD def2/J DEFGRID3
* xyz 1 6
Fe 2.1544 -0.5240 0.7282
C 2.5695 -3.6115 -2.7699
C 2.6538 -2.7314 -1.5668
N 1.6493 -2.2227 -0.9721
O 0.4523 -2.5047 -1.5634
C 3.9625 -2.3465 -0.9516
C 5.2504 -3.0513 -1.2134
N 3.8215 -1.3518 -0.1786
O 4.4841 -0.6454 0.6261
H 1.7206 -3.3136 -3.3807
H 2.4043 -4.6492 -2.4685
H 3.4817 -3.5621 -3.3605
H -0.2100 -2.1434 -0.9553
H 5.1360 -4.1188 -1.0194
H 6.0348 -2.6513 -0.5755
H 5.5431 -2.9292 -2.2572
O 0.8053 0.6237 -0.1981
P -0.5995 1.0257 0.2579
C -0.6001 1.3275 2.0231
C -1.7308 1.1173 2.8098
C -1.6705 1.3528 4.1758
C -0.4915 1.8077 4.7509
C 0.6346 2.0262 3.9675
C 0.5833 1.7833 2.6049
C -1.7670 -0.2898 -0.0840
C -1.7119 -1.4452 0.7069
C -2.5009 -2.5399 0.3848
C -3.3499 -2.4822 -0.7170
C -3.4235 -1.3277 -1.4845
C -2.6325 -0.2297 -1.1744
C -1.1167 2.4890 -0.6147
C -2.3157 3.1148 -0.2697
C -2.7123 4.2514 -0.9536
C -1.9156 4.7589 -1.9750
C -0.7232 4.1354 -2.3151
C -0.3178 2.9947 -1.6360
H -2.6483 0.7545 2.3600
H -2.5418 1.1728 4.7927
H -0.4487 1.9910 5.8173
H 1.5484 2.3902 4.4193
H 1.4542 1.9730 1.9871
H -1.0635 -1.4819 1.5767
H -2.4608 -3.4299 1.0004
H -3.9619 -3.3385 -0.9714
H -4.1021 -1.2791 -2.3275
H -2.6872 0.6686 -1.7780
H -2.9307 2.7166 0.5307
H -3.6397 4.7444 -0.6901
H -2.2294 5.6481 -2.5079
H -0.1079 4.5376 -3.1098
H 0.6086 2.4951 -1.8885
Cl 1.6586 -1.6996 2.4080
*
```

Computed properties:
LUMO energy (spin up / spin down) ... -2.6 / -4.3 eV
HOMO-LUMO gap (spin up / spin down) ... 9.7070 / 7.8178 eV
E_HOMO (spin up / spin down) ... -12.34 / -12.07 eV